Entry from the OMol25 dataset: a 2-piece molecular cluster, CBr2F3P overall (ωB97M-V with the def2-TZVPD basis set).

Last column: Mulliken charge in e.
Positions of all 7 atoms, in Å:
C1 1.582 -0.243 0.039  0.4812
F1 1.617 -1.475 0.523  -0.1885
F2 2.308 0.004 -0.969  -0.1771
F3 1.919 0.644 0.920  -0.1919
P1 -2.848 1.182 -0.191  0.1395
Br1 -0.841 0.423 -0.938  -0.0120
Br2 -3.736 -0.535 0.616  -0.0511

Summary:
LUMO level (spin up / spin down) = -1.62 / -0.67 eV
spin multiplicity = 1
gap between HOMO and LUMO (spin up / spin down) = 7.04 / 7.85 eV
largest force on an atom = 3.42 eV/A
energy = -158561.166 eV